Entry 1:
Formula: C3H3NO2S
Source: the Open Molecules 2025 dataset
Level of theory: the ωB97M-V functional and the def2-TZVPD basis

CARTESIAN COORDINATES (ANGSTROEM)
C  -0.68978  -0.13488  -0.44992
C  -0.11280  -0.67784  0.90902
C  -0.01283  1.22950  -0.20953
H  1.26467  -0.78605  -1.03669
H  -1.72353  -0.10372  -0.47469
H  -0.62614  -1.47833  1.41069
N  0.81643  -0.06253  1.53481
O  1.03762  1.13563  0.76691
O  -0.05382  2.20076  -0.88826
S  0.10017  -1.32254  -1.56233

Output
* HOMO-LUMO gap: 0.356 Eh
* F_max: 5.48 eV/A
* net charge: 0
* E_tot: -19577.0939 eV
* SMILES string: O=C1ON=C[C@@H]1S

Mulliken population analysis, charges in e, atoms 1 to 8: -0.095, -0.177, 0.391, 0.212, 0.380, 0.406, -0.290, -0.189

***

Entry 2:
Formula: C38H95F8N7O17P2
Source: the Open Molecules 2025 dataset
Level of theory: the ωB97M-V functional and the def2-TZVPD basis

CARTESIAN COORDINATES (ANGSTROEM)
C  1.16839  -1.88097  -0.84629
N  0.32359  -1.74019  0.47158
C  -0.36045  -3.10393  0.62999
C  1.26918  -1.54192  1.66433
C  -0.63988  -0.57753  0.19684
C  -1.82710  -0.51991  1.14984
O  -1.40612  -0.38432  2.50659
H  1.78814  -1.01435  -1.07641
H  0.41933  -2.07004  -1.61523
H  1.90328  -2.68240  -0.77051
H  -0.84199  -3.31675  -0.32443
H  -0.95849  -3.07596  1.54085
H  0.49822  -3.76487  0.74810
H  1.70519  -0.54569  1.73869
H  2.10680  -2.23863  1.69722
H  0.61344  -1.64408  2.52901
H  -0.84870  -0.65552  -0.87013
H  -0.03488  0.32580  0.27463
H  -2.46730  -1.39809  1.06589
H  -2.45011  0.31983  0.84195
H  -2.16069  -0.39050  3.10004
P  0.80380  -6.36407  7.50426
F  -0.48584  -5.46897  6.90914
F  0.35782  -5.78350  9.00875
F  -0.21180  -7.62407  7.60643
F  2.05259  -7.28452  8.07085
F  1.14837  -6.71882  5.94138
F  1.93905  -5.14589  7.39959
C  -5.97673  2.79057  10.04309
C  -6.72908  1.58846  9.66803
C  -8.02952  1.31136  10.46276
O  -7.64330  0.85702  11.74594
C  -8.63569  0.12751  12.42542
N  -7.01896  1.77573  8.25576
H  -6.52398  3.73116  9.98065
H  -5.07079  2.91684  9.45028
H  -5.74741  2.65778  11.10039
H  -6.04702  0.73864  9.69469
H  -8.59696  0.62044  9.83928
H  -8.69372  2.16894  10.57002
H  -9.47993  0.78083  12.64574
H  -8.36744  -0.18886  13.43341
H  -9.03887  -0.77681  11.96963
H  -7.59949  2.59029  8.11583
H  -7.47216  1.00738  7.78210
C  -3.17466  -8.16708  -6.77862
C  -1.91241  -7.41008  -6.42987
C  -0.67450  -8.32742  -6.02179
O  0.00814  -7.85660  -4.84649
C  1.31736  -8.30919  -4.71291
N  -1.73306  -6.58936  -7.62265
H  -3.02769  -8.86845  -7.59994
H  -3.97174  -7.46861  -7.03338
H  -3.63541  -8.66698  -5.92661
H  -2.18563  -6.89231  -5.51044
H  -0.02040  -8.55084  -6.86460
H  -0.96896  -9.35067  -5.78866
H  1.93135  -7.98493  -5.55314
H  1.32234  -9.39738  -4.65022
H  1.80830  -7.89435  -3.83257
H  -2.57342  -6.13357  -7.94845
H  -1.14986  -5.77243  -7.51032
C  6.87992  -2.72599  -11.49970
C  5.83438  -3.45037  -10.64466
C  5.82942  -2.90388  -9.20688
O  7.08101  -2.81332  -8.61497
C  7.67717  -4.05560  -8.26375
N  4.56711  -3.29997  -11.24426
H  6.91556  -3.06172  -12.53610
H  7.91848  -2.84768  -11.19201
H  6.61431  -1.68019  -11.65412
H  6.24855  -4.45773  -10.68690
H  5.10679  -3.34757  -8.52202
H  5.36441  -1.92791  -9.34594
H  8.08618  -4.67464  -9.06225
H  7.03807  -4.65611  -7.61643
H  8.56053  -3.77078  -7.69221
H  4.44878  -2.32053  -11.46054
H  4.55235  -3.76199  -12.14227
C  0.06682  7.40040  2.73569
C  0.00240  8.91267  2.54289
C  -0.37670  9.39570  1.05336
O  0.46665  8.66529  0.08545
C  1.80826  9.18881  0.06148
N  -0.95208  9.42420  3.55457
H  0.60211  6.87945  1.94185
H  -0.91035  6.91808  2.71103
H  0.70006  7.14777  3.58615
H  0.93968  9.36882  2.86152
H  -0.36969  10.47412  0.89510
H  -1.37598  9.00811  0.85504
H  1.83237  10.09020  -0.55092
H  2.47996  8.50911  -0.46285
H  2.16656  9.40174  1.06865
H  -1.23979  10.38905  3.47470
H  -0.51081  9.30735  4.45553
C  6.56917  3.15519  8.56113
C  6.84846  4.18511  7.50619
C  7.01835  5.65222  8.00092
O  7.25606  6.44707  6.87114
C  7.40232  7.82743  7.06437
N  8.08665  3.77401  6.79882
H  7.37623  2.75336  9.17374
H  6.08748  2.35253  8.00273
H  5.79286  3.51853  9.23449
H  6.12298  4.18000  6.69270
H  7.91648  5.56578  8.61245
H  6.09736  5.85593  8.54718
H  6.86514  8.15579  7.95416
H  6.94700  8.30628  6.19748
H  8.46133  8.08530  7.07478
H  8.70347  3.65046  7.58899
H  8.38078  4.67566  6.45151
C  8.60206  2.54753  -0.38217
C  9.63775  1.80435  -1.25999
C  9.04362  0.65762  -2.01687
O  8.51597  -0.49730  -1.37451
C  9.45587  -1.28695  -0.75738
N  10.15698  2.80999  -2.22205
H  7.75936  2.86853  -0.99450
H  8.94530  3.49580  0.03142
H  8.18082  1.96004  0.43363
H  10.39751  1.37362  -0.60781
H  9.80067  0.33711  -2.73257
H  8.36256  1.13505  -2.72138
H  9.65930  -0.69642  0.13593
H  10.37512  -1.41864  -1.32812
H  8.98933  -2.22213  -0.44774
H  10.71567  3.41910  -1.64157
H  10.80579  2.38800  -2.87095
C  -11.47649  -3.45365  3.45509
O  -11.09917  -3.02812  2.18094
P  -9.55479  -2.95513  1.80310
O  -8.61042  -2.55953  2.90292
O  -9.39302  -4.40649  0.99519
C  -8.19856  -5.11057  0.97308
O  -9.61052  -1.92957  0.54080
C  -9.44764  -0.53903  0.73704
H  -12.56135  -3.36810  3.51732
H  -11.02395  -2.85718  4.24725
H  -11.15865  -4.48850  3.58216
H  -7.38554  -4.67189  1.55159
H  -7.88792  -5.30521  -0.05343
H  -8.35812  -6.05936  1.48535
H  -9.51901  -0.31596  1.80158
H  -10.32413  -0.02162  0.34697
H  -8.49622  -0.25874  0.28501
C  -7.85314  0.53936  -7.31021
C  -8.68198  -0.74169  -7.22661
O  -7.70459  -1.62479  -6.69723
C  -6.86548  -0.92070  -5.97655
O  -6.10315  -1.37837  -5.14601
O  -7.01140  0.37884  -6.19981
F  -8.92522  -1.13734  -8.41382
H  -8.52703  1.38882  -7.19887
H  -7.25519  0.73948  -8.19932
H  -9.59241  -0.72701  -6.62744
C  -1.71812  4.43322  -7.52373
C  -0.81982  4.43134  -6.26454
O  0.05485  3.35259  -6.52550
C  -0.60545  2.49887  -7.32689
O  -0.32527  1.29286  -7.49171
O  -1.66752  3.02800  -7.86948
F  -1.48603  4.16494  -5.12408
H  -1.25332  5.05103  -8.29209
H  -2.71735  4.85372  -7.41046
H  -0.31712  5.39797  -6.23274

Output
* HOMO-LUMO gap: 0.306 Eh
* F_max: 5.99 eV/A
* net charge: 0
* E_tot: -126500.1066 eV

Mulliken population analysis, charges in e, atoms 1 to 8: -0.922, -0.204, -0.909, -0.816, -0.458, -0.598, -0.500, 0.365